[1]
Formula: C25H22AsNO8PSTi
Source: the Open Molecules 2025 dataset
Level of theory: the ωB97M-V functional and the def2-TZVPD basis

Output
* highest occupied orbital energy (alpha / beta): -0.2674 / -0.2791 hartree
* calculated total energy: -148231.4341 eV
* orbital gap (alpha / beta): 6.695 / 6.998 eV
* spin multiplicity: 2
* lowest unoccupied orbital energy (alpha / beta): -0.58 / -0.60 eV
* net charge: 0
* energy above the lowest of the compared OMol25 structures with the same formula, charge and spin: 1.6152 eV

Each line ends with the Mulliken charge.
Positions of all 60 atoms, in Å:
1 Ti 0.87 1.29 -1.92  1.023
2 O -2.62 2.03 -2.62  -0.686
3 C -2.23 0.98 -2.12  0.393
4 O -0.90 0.71 -1.98  -0.300
5 C -3.00 -0.21 -1.72  0.129
6 C -4.10 -0.62 -2.49  -0.930
7 C -4.66 -1.87 -2.41  -0.443
8 C -4.19 -2.63 -1.35  -0.934
9 C -3.35 -2.14 -0.41  0.024
10 C -2.79 -0.86 -0.51  0.566
11 P -1.63 -0.18 0.62  0.880
12 C -0.85 -1.69 1.21  0.266
13 C -0.31 -2.55 0.29  -0.145
14 C 0.38 -3.70 0.68  -0.718
15 C 0.53 -3.96 2.05  -0.660
16 C 0.29 -2.89 2.95  -0.282
17 C -0.43 -1.81 2.57  -0.888
18 C -2.62 0.42 2.03  0.203
19 C -2.31 1.61 2.64  -0.266
20 C -3.10 2.08 3.66  -0.582
21 C -4.19 1.28 4.09  -0.405
22 C -4.43 0.05 3.52  -0.686
23 C -3.69 -0.40 2.44  -0.267
24 H -4.48 0.04 -3.26  0.464
25 H -5.34 -2.14 -3.26  0.314
26 H -4.36 -3.69 -1.42  0.347
27 H -3.21 -2.70 0.51  0.332
28 H -0.37 -2.33 -0.77  0.420
29 H 0.67 -4.42 -0.06  0.441
30 H 0.86 -4.86 2.55  0.397
31 H 0.74 -2.90 3.93  0.398
32 H -0.62 -1.02 3.31  0.325
33 H -1.46 2.17 2.27  0.448
34 H -3.05 3.09 4.02  0.382
35 H -4.88 1.66 4.87  0.335
36 H -5.04 -0.63 4.04  0.384
37 H -3.77 -1.42 2.04  0.160
38 O 2.95 3.89 0.90  -0.601
39 As 2.95 2.94 -0.64  1.134
40 O 2.79 3.69 -2.06  -0.707
41 O 1.39 2.10 -0.31  -0.519
42 C 4.37 1.64 -0.68  -0.037
43 C 5.58 1.86 0.05  -0.412
44 C 6.61 0.96 0.05  -0.604
45 C 6.39 -0.25 -0.60  -0.414
46 C 5.40 -0.46 -1.49  -0.830
47 C 4.37 0.49 -1.52  0.412
48 S 3.05 0.02 -2.61  1.388
49 O 3.44 -1.16 -3.33  -0.681
50 O 1.89 -0.34 -1.61  -0.380
51 O 2.45 1.16 -3.32  -0.520
52 H 2.60 3.32 1.59  0.317
53 H 5.69 2.68 0.73  0.453
54 H 7.52 1.21 0.60  0.382
55 H 7.02 -1.13 -0.41  0.363
56 H 5.43 -1.25 -2.22  0.535
57 N 0.44 2.98 -3.15  -0.618
58 H -0.50 3.23 -3.13  0.327
59 H 0.72 2.95 -4.11  0.257
60 H 1.09 3.70 -2.71  0.320

***

[2]
Formula: C3H3Br2N
Source: the Open Molecules 2025 dataset
Level of theory: the ωB97M-V functional and the def2-TZVPD basis

Output
* highest occupied orbital energy (alpha / beta): -0.3547 / -0.3538 hartree
* calculated total energy: -144731.1549 eV
* orbital gap (alpha / beta): 5.487 / 5.447 eV
* spin multiplicity: 1
* lowest unoccupied orbital energy (alpha / beta): -4.17 / -4.18 eV
* net charge: 0
* energy above the lowest of the compared OMol25 structures with the same formula, charge and spin: 2.8465 eV

Each line ends with the Mulliken charge.
Positions of all 9 atoms, in Å:
1 C -0.51 -2.42 0.39  0.391
2 C 0.37 -0.49 -0.85  -0.447
3 C -0.50 -1.06 0.22  -0.652
4 N -0.43 -3.58 0.41  -0.269
5 Br 2.23 -0.42 -0.05  -0.048
6 Br -3.19 0.48 -0.18  -0.317
7 H 0.38 -1.07 -1.79  0.389
8 H 0.02 0.49 -1.21  0.311
9 H -1.06 -0.53 0.95  0.641

***

[3]
Formula: C4H14NO2
Source: the Open Molecules 2025 dataset
Level of theory: the ωB97M-V functional and the def2-TZVPD basis

Output
* highest occupied orbital energy: -0.5374 hartree
* calculated total energy: -9954.1530 eV
* orbital gap: 11.818 eV
* spin multiplicity: 1
* lowest unoccupied orbital energy: -2.81 eV
* net charge: +1
* energy above the lowest of the compared OMol25 structures with the same formula, charge and spin: 0.6080 eV

Each line ends with the Mulliken charge.
Positions of all 21 atoms, in Å:
1 O 1.92 0.30 -0.22  -0.517
2 C 0.94 0.92 -1.02  -0.739
3 C -0.33 0.98 -0.21  0.171
4 N -0.74 -0.42 0.23  -0.072
5 C -1.54 -0.40 1.48  -0.936
6 C -1.49 1.60 -0.96  -1.380
7 H 2.72 0.18 -0.74  0.333
8 H 1.26 1.93 -1.28  0.401
9 H 0.80 0.40 -1.97  0.379
10 H -0.11 1.49 0.72  0.271
11 H 0.04 -1.10 0.40  0.379
12 H -1.28 -0.79 -0.56  0.421
13 H -1.98 -1.37 1.65  0.369
14 H -0.86 -0.14 2.28  0.383
15 H -2.34 0.35 1.44  0.331
16 H -1.22 2.62 -1.22  0.402
17 H -2.39 1.60 -0.37  0.399
18 H -1.64 1.06 -1.88  0.448
19 H 2.10 -2.40 0.65  0.305
20 H 0.83 -3.20 1.04  0.308
21 O 1.13 -2.43 0.55  -0.657

***

[4]
Formula: C3H2Br2ClF
Source: the Open Molecules 2025 dataset
Level of theory: the ωB97M-V functional and the def2-TZVPD basis

Output
* highest occupied orbital energy: -0.3349 hartree
* calculated total energy: -158461.5042 eV
* orbital gap: 7.378 eV
* spin multiplicity: 1
* lowest unoccupied orbital energy: -1.73 eV
* net charge: 0
* energy above the lowest of the compared OMol25 structures with the same formula, charge and spin: 5.4795 eV

Each line ends with the Mulliken charge.
Positions of all 9 atoms, in Å:
1 C -0.67 -1.16 -1.01  -0.116
2 C -0.66 1.97 1.07  -0.001
3 C 0.46 -0.87 -0.27  -0.333
4 F -1.60 1.16 0.70  -0.057
5 Cl -0.46 2.03 2.72  0.009
6 Br -0.64 -0.79 -2.75  0.095
7 Br 2.57 -1.05 -1.16  -0.244
8 H 0.40 0.21 0.04  0.264
9 H 0.60 -1.49 0.66  0.383

***

[5]
Formula: C5H7N3
Source: the Open Molecules 2025 dataset
Level of theory: the ωB97M-V functional and the def2-TZVPD basis

Output
* highest occupied orbital energy: -0.3265 hartree
* calculated total energy: -9764.2039 eV
* orbital gap: 9.561 eV
* spin multiplicity: 1
* lowest unoccupied orbital energy: 0.68 eV
* net charge: 0
* energy above the lowest of the compared OMol25 structures with the same formula, charge and spin: 5.1838 eV
* SMILES: C/C=N\n1cccn1

Each line ends with the Mulliken charge.
Positions of all 15 atoms, in Å:
1 C -1.45 -1.30 -0.83  -0.717
2 C -1.66 0.12 -1.10  -0.040
3 N -1.05 1.07 -0.41  -0.929
4 N 0.11 0.76 0.34  1.216
5 C 1.18 0.36 -0.25  -0.099
6 C 2.06 0.22 0.82  -0.889
7 C 1.48 0.86 1.94  -0.171
8 N 0.23 1.28 1.54  -0.966
9 H -2.43 -1.96 -0.47  0.315
10 H -1.46 -1.68 -2.05  0.196
11 H -0.40 -1.26 -0.22  0.275
12 H -2.48 0.43 -1.75  0.445
13 H 1.08 0.09 -1.20  0.570
14 H 3.10 -0.07 0.65  0.335
15 H 1.68 1.09 2.97  0.459

***

[6]
Formula: CH7N2O2Si
Source: the Open Molecules 2025 dataset
Level of theory: the ωB97M-V functional and the def2-TZVPD basis

Output
* highest occupied orbital energy: -0.5311 hartree
* calculated total energy: -16092.0425 eV
* orbital gap: 10.502 eV
* spin multiplicity: 1
* lowest unoccupied orbital energy: -3.95 eV
* net charge: +1
* energy above the lowest of the compared OMol25 structures with the same formula, charge and spin: 1.1395 eV
* SMILES: O/[NH+]=C/N(O)[SiH3]

Each line ends with the Mulliken charge.
Positions of all 13 atoms, in Å:
1 O -3.04 0.62 -0.04  -0.378
2 N -1.83 -0.18 -0.05  -0.105
3 C -0.51 0.48 0.03  -0.097
4 N 0.52 -0.21 0.21  0.345
5 O 0.28 -1.57 0.40  -0.516
6 Si 2.23 0.51 -0.07  0.352
7 H -3.67 0.39 -0.72  0.363
8 H -1.82 -1.09 0.45  0.296
9 H -0.52 1.50 0.10  0.389
10 H 1.06 -2.21 0.15  0.388
11 H 2.86 -0.61 0.64  -0.030
12 H 2.36 0.56 -1.53  0.004
13 H 2.09 1.81 0.43  -0.011

***

> Which formula does entry 1 have?

C25H22AsNO8PSTi

***

Repeat the fourth record exactly.
Formula: C3H2Br2ClF
Source: the Open Molecules 2025 dataset
Level of theory: the ωB97M-V functional and the def2-TZVPD basis

Output
* highest occupied orbital energy: -0.3349 hartree
* calculated total energy: -158461.5042 eV
* orbital gap: 7.378 eV
* spin multiplicity: 1
* lowest unoccupied orbital energy: -1.73 eV
* net charge: 0
* energy above the lowest of the compared OMol25 structures with the same formula, charge and spin: 5.4795 eV

Each line ends with the Mulliken charge.
Positions of all 9 atoms, in Å:
1 C -0.67 -1.16 -1.01  -0.116
2 C -0.66 1.97 1.07  -0.001
3 C 0.46 -0.87 -0.27  -0.333
4 F -1.60 1.16 0.70  -0.057
5 Cl -0.46 2.03 2.72  0.009
6 Br -0.64 -0.79 -2.75  0.095
7 Br 2.57 -1.05 -1.16  -0.244
8 H 0.40 0.21 0.04  0.264
9 H 0.60 -1.49 0.66  0.383

***

Copy entry 3 word for word.
Formula: C4H14NO2
Source: the Open Molecules 2025 dataset
Level of theory: the ωB97M-V functional and the def2-TZVPD basis

Output
* highest occupied orbital energy: -0.5374 hartree
* calculated total energy: -9954.1530 eV
* orbital gap: 11.818 eV
* spin multiplicity: 1
* lowest unoccupied orbital energy: -2.81 eV
* net charge: +1
* energy above the lowest of the compared OMol25 structures with the same formula, charge and spin: 0.6080 eV

Each line ends with the Mulliken charge.
Positions of all 21 atoms, in Å:
1 O 1.92 0.30 -0.22  -0.517
2 C 0.94 0.92 -1.02  -0.739
3 C -0.33 0.98 -0.21  0.171
4 N -0.74 -0.42 0.23  -0.072
5 C -1.54 -0.40 1.48  -0.936
6 C -1.49 1.60 -0.96  -1.380
7 H 2.72 0.18 -0.74  0.333
8 H 1.26 1.93 -1.28  0.401
9 H 0.80 0.40 -1.97  0.379
10 H -0.11 1.49 0.72  0.271
11 H 0.04 -1.10 0.40  0.379
12 H -1.28 -0.79 -0.56  0.421
13 H -1.98 -1.37 1.65  0.369
14 H -0.86 -0.14 2.28  0.383
15 H -2.34 0.35 1.44  0.331
16 H -1.22 2.62 -1.22  0.402
17 H -2.39 1.60 -0.37  0.399
18 H -1.64 1.06 -1.88  0.448
19 H 2.10 -2.40 0.65  0.305
20 H 0.83 -3.20 1.04  0.308
21 O 1.13 -2.43 0.55  -0.657